## i
{
  "formula": "C2H7N2OS",
  "method": "the ωB97M-V functional and the def2-TZVPD basis",
  "orbital_gap_ev": 10.43,
  "e_lumo_ev": -3.68,
  "charge": 1,
  "elements": ["C", "C", "N", "N", "O", "S", "H", "H", "H", "H", "H", "H", "H"],
  "xyz": [[1.1101, 0.3994, -0.1787], [-2.3161, -0.4065, 0.2684], [1.0888, -0.8607, -0.5610], [2.2027, 0.9910, 0.2499], [-1.5604, 0.4118, -0.6576], [-0.5214, 1.5075, -0.1697], [-2.8708, 0.2295, 0.9105], [-1.4720, -0.8888, 1.0038], [-2.9867, -1.1494, -0.2476], [1.8231, -1.4920, -0.4897], [0.1034, -1.2339, -0.4571], [2.9982, 0.5339, -0.0257], [2.4012, 1.9581, 0.3544]]
}


## ii
{
  "formula": "C2H7N2OS",
  "method": "the ωB97M-V functional and the def2-TZVPD basis",
  "orbital_gap_ev": 9.88,
  "e_lumo_ev": -4.66,
  "charge": 1,
  "elements": ["C", "C", "N", "N", "O", "S", "H", "H", "H", "H", "H", "H", "H"],
  "xyz": [[-0.1730, 0.0822, -0.9544], [0.7680, -0.1533, 0.3709], [-1.4470, -0.5602, -0.7280], [0.8453, 0.8013, 1.2194], [-0.4777, 1.4921, -0.8728], [1.2338, -1.7728, 0.4575], [0.1567, -0.1396, -1.9736], [-1.9487, -0.3085, 0.0989], [-1.2922, -1.5581, -0.7465], [-1.0859, 1.4918, -1.6397], [0.2529, 1.6386, 0.9900], [1.2557, 0.8395, 2.2298], [1.9122, -1.8530, 1.5486]]
}


Stability ranking, top entry: ii; the second entry is 0.486 eV less favorable.


## i
{
  "formula": "C23H24N8PbS2",
  "method": "the ωB97M-V functional and the def2-TZVPD basis",
  "orbital_gap_ev": 6.55,
  "e_lumo_ev": -6.59,
  "charge": 2,
  "elements": ["Pb", "C", "C", "N", "C", "S", "N", "N", "C", "C", "C", "C", "C", "C", "C", "N", "H", "H", "H", "H", "H", "H", "H", "H", "H", "H", "H", "H", "H", "S", "C", "N", "N", "C", "C", "C", "C", "C", "C", "N", "N", "C", "C", "C", "C", "C", "C", "H", "H", "H", "H", "H", "H", "H", "H", "H", "H", "H"],
  "xyz": [[-0.1081, 0.2557, -2.4155], [-3.5635, 4.8394, 0.9322], [-4.0083, 3.9076, -0.1827], [-3.5488, 2.5261, 0.0157], [-2.3274, 2.1121, -0.3288], [-2.1904, 0.3140, -0.1712], [-1.4390, 2.9406, -0.7618], [-0.2605, 2.4161, -1.2411], [0.7641, 3.1935, -1.2526], [0.7491, 4.6076, -0.7820], [2.0466, 2.5973, -1.7237], [3.2252, 3.3227, -1.6895], [4.4142, 2.7134, -2.0708], [4.3968, 1.3922, -2.4764], [3.1812, 0.7301, -2.5035], [2.0375, 1.3138, -2.1408], [-3.9461, 5.8416, 0.7436], [-2.4772, 4.8926, 0.9893], [-3.9494, 4.5085, 1.8961], [-3.6342, 4.2396, -1.1502], [-5.0945, 3.8623, -0.2408], [-4.1510, 1.8890, 0.5110], [-0.2510, 4.9005, -0.4855], [1.0958, 5.2693, -1.5778], [1.4247, 4.7299, 0.0667], [3.2234, 4.3520, -1.3651], [5.3413, 3.2697, -2.0439], [5.2986, 0.8768, -2.7728], [3.1225, -0.3031, -2.8229], [-0.1352, 0.1037, 0.4391], [-0.0561, -1.6359, 0.6576], [-0.3286, -2.2612, 1.7904], [-0.7835, -1.6506, 2.8031], [-1.0803, -2.3073, 4.0292], [-1.5298, -1.5139, 5.0746], [-1.8362, -2.1117, 6.2860], [-1.6910, -3.4829, 6.4376], [-1.2379, -4.2602, 5.3778], [-0.9276, -3.6804, 4.1601], [0.4077, -2.4765, -0.3318], [0.6112, -2.0342, -1.4762], [1.0742, -2.9900, -2.4340], [1.0760, -4.3599, -2.1822], [1.5327, -5.2233, -3.1615], [1.9829, -4.7368, -4.3838], [1.9754, -3.3733, -4.6348], [1.5191, -2.5014, -3.6589], [-0.9274, -0.6405, 2.7789], [-1.6365, -0.4422, 4.9500], [-2.1863, -1.5057, 7.1097], [-1.9305, -3.9490, 7.3831], [-1.1256, -5.3284, 5.5006], [-0.5745, -4.2759, 3.3309], [0.7206, -4.7353, -1.2340], [1.5350, -6.2880, -2.9729], [2.3364, -5.4230, -5.1408], [2.3213, -2.9914, -5.5853], [1.5233, -1.4359, -3.8679]]
}


## ii
{
  "formula": "C23H24N8PbS2",
  "method": "the ωB97M-V functional and the def2-TZVPD basis",
  "orbital_gap_ev": [4.67, 4.66],
  "e_lumo_ev": [-8.41, -8.42],
  "charge": 2,
  "elements": ["Pb", "C", "C", "N", "C", "S", "N", "N", "C", "C", "C", "C", "C", "C", "C", "N", "H", "H", "H", "H", "H", "H", "H", "H", "H", "H", "H", "H", "H", "S", "C", "N", "N", "C", "C", "C", "C", "C", "C", "N", "N", "C", "C", "C", "C", "C", "C", "H", "H", "H", "H", "H", "H", "H", "H", "H", "H", "H"],
  "xyz": [[0.8808, 1.0047, 0.6872], [-0.4786, 7.1326, -0.0963], [-1.5316, 6.2635, 0.5835], [-0.9473, 5.2415, 1.4345], [-0.3183, 4.1549, 1.0253], [0.2438, 3.0673, 2.2599], [-0.1674, 3.9367, -0.2622], [0.4611, 2.9603, -0.8212], [0.8049, 2.8874, -2.0624], [0.4999, 3.9947, -3.0175], [1.5167, 1.6896, -2.5216], [2.0090, 1.5878, -3.8262], [2.6193, 0.4122, -4.2355], [2.7492, -0.6302, -3.3296], [2.2975, -0.4305, -2.0361], [1.6921, 0.6820, -1.6520], [-0.9741, 7.9560, -0.6019], [0.0855, 6.5629, -0.8307], [0.2081, 7.5475, 0.6374], [-2.1554, 5.7723, -0.1686], [-2.1616, 6.8869, 1.2191], [-0.9643, 5.3966, 2.4338], [-0.1134, 4.7386, -2.5141], [-0.0375, 3.6135, -3.8841], [1.4119, 4.4742, -3.3733], [1.9228, 2.4110, -4.5145], [2.9840, 0.3093, -5.2456], [3.1938, -1.5680, -3.6158], [2.4215, -1.1919, -1.2783], [2.7377, -0.3906, 1.8400], [1.7471, -1.8377, 2.1040], [2.3201, -2.7164, 2.8994], [2.0188, -3.9494, 3.0541], [1.2780, -4.8108, 2.2473], [1.2240, -4.6443, 0.8576], [0.5120, -5.5431, 0.0898], [-0.1671, -6.5941, 0.6933], [-0.0850, -6.7809, 2.0665], [0.6499, -5.9078, 2.8455], [0.5218, -1.9907, 1.6525], [-0.2151, -1.1382, 1.0843], [-1.5649, -1.3113, 0.9435], [-2.2386, -2.4305, 1.4621], [-3.6016, -2.5378, 1.2990], [-4.3145, -1.5535, 0.6238], [-3.6518, -0.4493, 0.0983], [-2.2906, -0.3263, 0.2593], [2.4374, -4.3647, 3.8912], [1.7822, -3.8544, 0.3804], [0.4952, -5.4331, -0.9828], [-0.7453, -7.2758, 0.0900], [-0.5875, -7.6130, 2.5324], [0.7244, -6.0475, 3.9143], [-1.6737, -3.1831, 1.9913], [-4.1175, -3.3916, 1.7102], [-5.3834, -1.6404, 0.5123], [-4.2040, 0.3148, -0.4257], [-1.7604, 0.5380, -0.1269]]
}


Stability ranking, top entry: i; the second entry is 2.278 eV less favorable.


## i
{
  "formula": "C5H30N2O9",
  "method": "the ωB97M-V functional and the def2-TZVPD basis",
  "orbital_gap_ev": 10.95,
  "e_lumo_ev": -5.09,
  "charge": 2,
  "elements": ["C", "O", "C", "C", "C", "C", "N", "N", "H", "H", "H", "H", "H", "H", "H", "H", "H", "H", "H", "H", "H", "H", "H", "H", "O", "H", "H", "O", "H", "H", "O", "H", "H", "O", "H", "H", "O", "H", "H", "O", "H", "H", "O", "H", "H", "O"],
  "xyz": [[1.4923, -0.9187, 1.7808], [0.6056, -1.3617, 2.7448], [0.6779, -0.1921, 0.6502], [1.4762, -0.2299, -0.6643], [1.0541, 0.7792, -1.6802], [0.4060, 1.9375, -1.4702], [1.4536, 0.4322, -3.0674], [-0.6500, -0.9014, 0.5188], [1.9472, -1.8569, 1.3779], [2.2715, -0.2648, 2.2300], [0.1442, -0.5972, 3.1388], [0.4726, 0.8217, 0.9237], [1.3788, -1.2798, -1.1134], [2.5422, -0.0619, -0.4406], [0.1124, 2.2947, -0.4723], [0.1026, 2.6394, -2.2434], [0.6182, -0.0905, -3.5841], [2.2951, -0.2067, -3.0600], [1.5762, 1.2728, -3.5924], [-0.4751, -1.8908, 0.3965], [-1.1987, -0.8032, 1.4331], [-1.2294, -0.5410, -0.3176], [-1.0735, -0.9900, -4.8560], [-1.3885, -0.3675, -3.4648], [-0.7528, -0.3623, -4.1805], [-2.4918, 0.5299, -1.4969], [-3.2571, -0.5521, -2.2710], [-2.3872, -0.2905, -2.0765], [-2.1733, 1.9669, 0.5825], [-3.5550, 1.4665, 0.2708], [-2.6434, 1.3396, 0.0688], [1.0165, -3.6634, 0.1721], [-0.2476, -3.9722, -0.6791], [0.2798, -3.2437, -0.3745], [1.6375, 3.8118, 2.0254], [1.0644, 4.7690, 0.9308], [1.0035, 3.8604, 1.2785], [-1.9925, 3.6422, 2.2701], [-0.5697, 3.3393, 1.6576], [-1.4498, 2.9432, 1.8557], [2.1383, -4.3609, 2.0641], [2.7023, -5.0171, 0.8024], [2.2612, -4.2386, 1.1186], [-1.9204, 0.4307, 3.7357], [-1.3996, 1.4745, 2.6930], [-1.3309, 0.4891, 2.9437]]
}


## ii
{
  "formula": "C5H30N2O9",
  "method": "the ωB97M-V functional and the def2-TZVPD basis",
  "orbital_gap_ev": 9.90,
  "e_lumo_ev": -6.67,
  "charge": 2,
  "elements": ["C", "O", "C", "C", "C", "C", "N", "N", "H", "H", "H", "H", "H", "H", "H", "H", "H", "H", "H", "H", "H", "H", "H", "H", "O", "H", "H", "O", "H", "H", "O", "H", "H", "O", "H", "H", "O", "H", "H", "O", "H", "H", "O", "H", "H", "O"],
  "xyz": [[-3.0166, 1.5566, -0.6233], [-2.9855, 2.5219, -1.7259], [-1.6161, 1.0385, -0.6280], [-1.4398, -0.2492, 0.1203], [-0.2296, -1.1210, -0.2804], [0.2887, -3.3368, 0.4153], [-0.0335, -2.1340, 0.7078], [-0.6287, 2.0397, -0.0567], [-3.7160, 0.7673, -0.8430], [-3.4013, 1.9820, 0.3597], [-3.8980, 2.8216, -1.7881], [-1.2567, 0.8691, -1.7082], [-2.3076, -0.9283, 0.1350], [-1.4223, 0.1332, 1.1953], [0.4862, -0.2942, -0.3702], [-0.1963, -1.6257, -1.3009], [0.1627, -4.1158, 1.1546], [0.6126, -3.6103, -0.5802], [-0.4818, -1.9179, 1.6824], [-0.2821, 1.9721, 0.9187], [0.1459, 2.1579, -0.7654], [-1.0257, 2.9787, -0.1486], [4.4666, -1.6216, -0.4770], [3.1613, -2.5094, -0.6631], [3.6213, -1.8872, -0.1075], [2.8270, 1.6307, -1.8112], [2.4127, 1.4449, -0.2697], [2.2204, 1.1996, -1.1915], [2.7059, -1.9864, 3.0566], [2.5665, -1.4748, 1.6113], [2.0626, -1.5605, 2.4562], [-1.5680, -2.1038, 3.4144], [-0.2124, -2.1603, 3.7988], [-0.7868, -1.5343, 3.3129], [-3.5958, 0.5269, -2.9342], [-3.1383, -0.7248, -3.6442], [-3.0213, -0.2422, -2.8161], [2.7349, -2.8807, -3.1554], [2.4768, -1.6869, -2.1501], [2.3076, -2.6179, -2.3275], [-0.1850, 4.8267, 0.8021], [0.9419, 5.3019, -0.0045], [0.1204, 4.8008, -0.1192], [1.7293, 0.5347, 2.3138], [1.0066, 1.8029, 2.9164], [1.3875, 1.4162, 2.1185]]
}


Stability ranking, top entry: i; the second entry is 2.280 eV less favorable.